1.
This record from the OMol25 dataset describes a molecular structure, C42H46BCuF5OPSbSi. The level of theory is ωB97M-V/def2-TZVPD.

```
99
Properties=species:S:1:pos:R:3
Cu 0.952 2.023 1.237
C 0.950 -2.722 -2.221
C -0.353 -2.177 -2.809
P -0.583 -0.404 -2.311
C 0.928 0.349 -3.047
C 1.203 0.166 -4.534
C -1.920 0.173 -3.485
C -2.217 -0.628 -4.751
H 0.989 -3.813 -2.276
H 1.064 -2.432 -1.174
H 1.816 -2.334 -2.759
H -1.207 -2.726 -2.399
H -0.367 -2.328 -3.892
H 1.752 -0.034 -2.443
H 0.878 1.408 -2.788
H 1.269 -0.890 -4.807
H 2.152 0.633 -4.814
H 0.422 0.625 -5.147
H -1.656 1.205 -3.742
H -2.832 0.253 -2.886
H -1.342 -0.718 -5.396
H -3.015 -0.156 -5.332
H -2.546 -1.641 -4.508
F -8.037 -2.337 2.762
C -6.897 -1.712 2.342
C -5.676 -2.231 2.715
C -4.523 -1.586 2.278
C -4.564 -0.439 1.482
C -5.831 0.030 1.132
C -7.006 -0.587 1.555
Sb -2.834 0.778 0.693
C -2.704 1.750 2.610
C -2.721 1.029 3.801
C -2.652 1.664 5.034
C -2.578 3.040 5.056
F -2.516 3.671 6.260
C -2.561 3.796 3.906
C -2.622 3.135 2.686
C -1.505 -0.831 1.175
C -0.409 -0.684 2.017
C 0.457 -1.748 2.259
C 0.196 -2.957 1.657
F 1.030 -4.008 1.887
C -0.885 -3.150 0.819
C -1.726 -2.073 0.581
H -5.635 -3.120 3.333
H -3.564 -2.003 2.568
H -5.915 0.913 0.504
H -7.984 -0.212 1.281
H -2.773 -0.053 3.778
H -2.636 1.108 5.962
H -2.465 4.872 3.966
H -2.576 3.718 1.776
H -0.205 0.270 2.496
H 1.327 -1.633 2.891
H -1.045 -4.116 0.356
H -2.574 -2.212 -0.083
C -0.537 5.191 0.362
Si -1.089 3.683 -0.635
C -2.879 4.022 -1.179
C -0.092 3.802 -2.242
O -0.917 2.298 0.145
H -0.649 6.113 -0.221
H 0.513 5.083 0.647
H -1.095 5.306 1.294
H -2.930 4.966 -1.732
H -3.571 4.089 -0.335
H -3.240 3.222 -1.832
H -0.142 4.818 -2.647
H -0.472 3.119 -3.006
H 0.958 3.558 -2.059
F 0.781 2.291 4.260
B 0.991 2.926 3.055
F 1.308 4.233 3.346
C 2.196 0.874 0.251
C 3.066 0.024 -0.019
C 4.018 -0.978 -0.107
C 4.672 -1.445 1.111
C 5.817 -2.261 1.107
C 6.422 -2.660 2.288
C 5.917 -2.254 3.516
C 4.802 -1.420 3.539
C 4.195 -1.017 2.365
C 4.335 -1.543 -1.428
C 4.537 -2.914 -1.634
C 4.765 -3.424 -2.902
C 4.801 -2.582 -4.006
C 4.598 -1.219 -3.821
C 4.366 -0.709 -2.554
H 6.252 -2.568 0.165
H 7.305 -3.288 2.246
H 6.389 -2.570 4.439
H 4.402 -1.073 4.485
H 3.346 -0.343 2.386
H 4.468 -3.589 -0.790
H 4.893 -4.493 -3.031
H 4.971 -2.983 -4.998
H 4.611 -0.549 -4.672
H 4.189 0.350 -2.409
```

Properties
- DFT total energy: -4739.16789 Ha
- Total charge: -2
- 2S+1: 2
- <S²>: 0.780
- Strongest force on any atom: 0.30 eV/A
- Gap between HOMO and LUMO (alpha / beta): 0.205 / 0.204 Eh
- Energy above the lowest of the compared OMol25 structures with the same formula, charge and spin: 1.2 kJ/mol
- LUMO energy (alpha / beta): 4.3 / 4.2 eV

2.
This record from the OMol25 dataset describes a molecular structure, C42H46Cl2IN8O3Tm. The level of theory is ωB97M-V/def2-TZVPD.

```
103
Properties=species:S:1:pos:R:3
Tm -0.083 -0.196 0.091
C -0.102 2.571 -2.025
N 0.797 2.120 -0.958
C 2.124 1.866 -1.537
C 3.064 1.192 -0.579
C 4.397 1.564 -0.535
C 5.269 0.874 0.291
C 4.766 -0.163 1.055
C 3.422 -0.463 0.954
N 2.570 0.188 0.154
C 0.860 3.209 0.038
C 1.297 2.803 1.417
C 1.988 3.701 2.213
C 2.267 3.363 3.528
C 1.829 2.137 4.002
C 1.142 1.305 3.140
N 0.892 1.613 1.864
C -1.540 2.563 -1.586
C -2.468 3.326 -2.276
C -3.797 3.286 -1.887
C -4.143 2.493 -0.805
C -3.154 1.764 -0.172
N -1.868 1.782 -0.552
H -0.003 1.904 -2.874
H 0.173 3.575 -2.364
H 2.576 2.794 -1.896
H 1.998 1.206 -2.396
H 4.748 2.384 -1.151
H 6.319 1.140 0.330
H 5.401 -0.743 1.712
H 3.012 -1.278 1.524
H -0.145 3.618 0.145
H 1.497 4.017 -0.334
H 2.287 4.663 1.811
H 2.803 4.050 4.171
H 2.008 1.829 5.025
H 0.751 0.359 3.484
H -2.144 3.955 -3.099
H -4.543 3.876 -2.407
H -5.165 2.438 -0.449
H -3.385 1.142 0.681
I -1.329 -3.069 -0.218
C -2.533 -2.809 1.530
C -3.238 -3.918 1.890
C -4.088 -3.851 3.013
C -4.181 -2.682 3.707
C -3.430 -1.539 3.333
C -3.539 -0.348 4.093
C -2.832 0.758 3.734
C -1.984 0.713 2.607
C -1.795 -0.402 1.821
C -2.557 -1.560 2.201
H -3.156 -4.839 1.327
H -4.657 -4.725 3.304
H -4.837 -2.603 4.567
H -4.197 -0.339 4.956
H -2.914 1.673 4.310
H -1.470 1.635 2.358
O 7.872 -2.046 -3.217
C 7.359 -3.334 -3.372
N 5.899 -3.347 -3.508
C 5.132 -2.815 -2.543
O 5.607 -2.341 -1.516
C 3.637 -2.807 -2.747
C 2.943 -3.435 -3.770
C 1.560 -3.335 -3.785
C 0.928 -2.601 -2.798
N 1.578 -1.981 -1.802
C 2.905 -2.118 -1.791
H 7.598 -1.727 -2.351
H 7.624 -3.984 -2.539
H 7.770 -3.740 -4.289
H 5.506 -3.631 -4.385
H 3.443 -4.014 -4.537
H 0.971 -3.824 -4.550
H -0.151 -2.516 -2.801
H 3.457 -1.669 -0.982
Cl 2.948 -1.593 4.307
C 1.799 -2.750 3.645
Cl 0.782 -2.116 2.296
H 1.109 -3.040 4.423
H 2.347 -3.598 3.261
C -3.694 -1.003 -1.938
N -3.021 -0.687 -3.192
C -3.883 -0.717 -4.378
C -3.111 -1.222 -5.574
C -1.902 -0.333 -5.749
N -1.146 -0.237 -4.496
C 0.235 0.187 -4.660
C -1.699 -0.411 -3.263
O -0.983 -0.312 -2.229
H -3.982 -2.055 -1.917
H -4.592 -0.391 -1.847
H -3.049 -0.796 -1.100
H -4.271 0.285 -4.577
H -4.727 -1.366 -4.157
H -3.732 -1.204 -6.467
H -2.792 -2.252 -5.396
H -2.202 0.667 -6.079
H -1.234 -0.741 -6.508
H 0.746 -0.481 -5.352
H 0.747 0.145 -3.708
H 0.283 1.200 -5.070
```

Properties
- DFT total energy: -4594.83678 Ha
- Total charge: +2
- 2S+1: 3
- <S²>: 2.002
- Strongest force on any atom: 1.91 eV/A
- Gap between HOMO and LUMO (alpha / beta): 0.285 / 0.285 Eh
- LUMO energy (alpha / beta): -4.5 / -4.5 eV

3.
This record from the OMol25 dataset describes 3 unconnected molecules or ions with the total composition C42H46N2O11S. The level of theory is ωB97M-V/def2-TZVPD.

```
102
Properties=species:S:1:pos:R:3
O 5.498 1.867 3.692
C 4.520 2.805 3.052
C 3.326 3.157 4.133
C 2.707 1.681 4.613
C 1.430 1.928 5.626
C 0.129 2.644 4.857
C -0.157 4.232 5.269
C -1.418 5.068 4.593
C -2.388 4.225 3.542
C -2.103 2.629 3.151
C -0.837 1.802 3.782
N -0.476 0.358 3.532
C -0.837 -0.119 2.145
C 0.148 -1.311 1.507
C 1.442 -1.948 2.328
C 2.868 -1.178 1.979
C 3.618 -1.772 0.639
N 5.024 -1.257 0.419
C 5.085 0.241 0.235
C 5.646 0.754 -1.213
C 5.793 -0.123 -2.588
C 6.344 0.603 -3.968
C 6.761 2.210 -4.032
C 6.620 3.106 -2.666
C 6.079 2.365 -1.308
O 5.931 3.199 -0.077
C -0.180 -1.911 0.002
C -1.470 -1.380 -0.877
C -2.484 -0.211 -0.259
C -3.771 0.223 -1.178
C -3.712 1.744 -1.787
C -5.019 1.868 -2.822
C -4.602 1.735 -4.406
O -5.566 0.901 -5.197
C -2.105 0.369 1.230
S -3.243 1.702 1.943
H 5.238 0.928 3.402
H 4.019 2.173 2.173
H 5.059 3.745 2.605
H 2.451 3.670 3.525
H 3.674 3.793 5.051
H 3.527 1.075 5.227
H 2.405 1.106 3.611
H 1.111 0.952 6.223
H 1.817 2.691 6.457
H 0.526 4.791 6.038
H -1.564 6.193 4.886
H -3.291 4.850 3.079
H -0.928 -0.304 4.200
H 1.555 -3.070 1.992
H 1.189 -1.840 3.486
H 3.589 -1.103 2.928
H 2.560 -0.048 1.751
H 2.966 -1.645 -0.350
H 3.720 -2.953 0.785
H 5.416 -1.790 -0.386
H 5.848 0.649 1.056
H 4.074 0.808 0.436
H 5.477 -1.273 -2.580
H 6.434 0.009 -4.977
H 7.130 2.760 -5.009
H 6.883 4.270 -2.647
H 6.712 2.978 0.534
H 0.541 -2.739 -0.410
H -1.703 -1.846 -1.930
H -4.821 0.069 -0.639
H -3.791 -0.511 -2.115
H -3.932 2.557 -0.941
H -2.762 1.991 -2.426
H -5.762 0.966 -2.590
H -5.650 2.847 -2.635
H -3.546 1.224 -4.522
H -4.645 2.808 -4.926
H -5.771 0.048 -4.708
O -4.516 -3.541 -11.010
C -4.370 -2.600 -10.237
C -5.318 -2.328 -9.145
C -5.139 -1.286 -8.330
O -6.025 -1.026 -7.300
C -3.984 -0.363 -8.498
O -3.856 0.597 -7.745
C -3.023 -0.649 -9.574
C -3.199 -1.693 -10.387
O -2.299 -1.969 -11.399
H -6.155 -3.006 -9.036
H -5.680 -0.221 -6.857
H -2.177 0.020 -9.673
H -2.647 -2.771 -11.846
O -2.358 -5.253 2.913
C -2.124 -4.861 4.051
C -1.621 -3.506 4.327
C -1.360 -3.116 5.576
O -0.890 -1.843 5.842
C -1.564 -4.033 6.731
O -1.297 -3.653 7.866
C -2.089 -5.380 6.458
C -2.354 -5.769 5.209
O -2.850 -7.032 4.945
H -1.475 -2.850 3.478
H -0.778 -1.805 6.817
H -2.249 -6.030 7.309
H -2.957 -7.072 3.970
```

Properties
- DFT total energy: -2962.26848 Ha
- Total charge: 0
- Strongest force on any atom: 5.47 eV/A
- Gap between HOMO and LUMO: 0.218 Eh
- LUMO energy: -1.8 eV

> The highest strongest force on any atom belongs to which entry?

C42H46N2O11S

> DFT total energy of number 2 (C42H46Cl2IN8O3Tm)?

-4594.83678 Ha

> Among the records above, which one has the highest strongest force on any atom?

C42H46N2O11S

> What is the total charge in the second record?

+2